Entry 1:
{
  "formula": "C21H43BFO14",
  "method": "wB97M-V/def2-TZVPD",
  "symbols": ["F", "C", "C", "C", "B", "O", "C", "C", "O", "H", "H", "H", "H", "H", "H", "H", "H", "H", "H", "H", "C", "C", "O", "C", "O", "O", "C", "H", "H", "H", "H", "H", "H", "H", "H", "C", "C", "O", "C", "O", "O", "C", "H", "H", "H", "H", "H", "H", "H", "H", "C", "C", "O", "C", "O", "O", "C", "H", "H", "H", "H", "H", "H", "H", "H", "C", "C", "O", "C", "O", "O", "C", "H", "H", "H", "H", "H", "H", "H", "H"],
  "coordinates": [[3.961, -4.497, -0.537], [3.924, -3.863, 0.715], [2.970, -2.678, 0.746], [1.773, -2.859, 1.699], [0.590, -3.715, 1.022], [-0.267, -2.838, 0.128], [-1.536, -3.432, 0.108], [-1.451, -4.640, 1.055], [-0.433, -4.295, 1.953], [3.634, -4.624, 1.443], [4.958, -3.563, 0.912], [3.528, -1.772, 0.995], [2.601, -2.565, -0.278], [2.120, -3.309, 2.639], [1.401, -1.857, 1.957], [1.072, -4.662, 0.348], [-2.268, -2.724, 0.533], [-1.890, -3.696, -0.901], [-1.150, -5.538, 0.490], [-2.394, -4.831, 1.579], [0.507, -2.418, -3.233], [0.871, -1.179, -2.454], [2.251, -0.781, -2.672], [2.482, -0.122, -3.789], [1.678, 0.168, -4.647], [3.781, 0.210, -3.831], [4.175, 0.907, -5.011], [1.182, -3.233, -2.969], [-0.505, -2.719, -2.964], [0.556, -2.243, -4.309], [0.788, -1.375, -1.386], [0.235, -0.331, -2.703], [3.549, 1.783, -5.171], [4.108, 0.256, -5.882], [5.207, 1.202, -4.843], [-0.634, 3.398, -4.059], [-1.144, 2.031, -3.662], [-1.526, 1.984, -2.273], [-2.705, 2.503, -1.955], [-3.505, 2.992, -2.713], [-2.857, 2.383, -0.635], [-4.084, 2.899, -0.113], [0.175, 3.707, -3.396], [-0.249, 3.358, -5.079], [-1.428, 4.143, -4.013], [-0.356, 1.289, -3.748], [-1.985, 1.717, -4.281], [-4.935, 2.465, -0.634], [-4.112, 3.983, -0.211], [-4.093, 2.614, 0.936], [0.937, 2.219, 0.175], [2.347, 2.764, 0.168], [2.809, 3.072, 1.502], [3.228, 2.019, 2.203], [3.320, 0.890, 1.804], [3.547, 2.432, 3.436], [3.973, 1.372, 4.301], [0.266, 2.905, 0.694], [0.578, 2.096, -0.846], [0.895, 1.248, 0.669], [2.395, 3.721, -0.351], [3.042, 2.072, -0.306], [4.786, 0.809, 3.847], [3.145, 0.696, 4.509], [4.305, 1.858, 5.213], [-5.833, 1.684, 4.110], [-4.976, 0.557, 4.646], [-4.386, -0.213, 3.593], [-3.301, 0.336, 3.021], [-2.811, 1.392, 3.347], [-2.886, -0.466, 2.063], [-1.719, -0.016, 1.347], [-6.586, 1.295, 3.424], [-6.342, 2.189, 4.934], [-5.220, 2.414, 3.583], [-5.579, -0.162, 5.199], [-4.192, 0.934, 5.302], [-0.906, 0.192, 2.039], [-1.966, 0.882, 0.782], [-1.434, -0.828, 0.685]],
  "mulliken_charge": [-0.33, -0.44, 0.59, -0.68, 0.61, 0.21, -0.23, -0.72, -0.83, 0.16, 0.33, 0.18, -0.29, 0.35, -0.12, -0.35, 0.02, 0.12, 0.26, 0.31, -1.40, 1.56, -0.18, 0.72, -0.59, -0.33, -0.70, 0.34, 0.23, 0.46, 0.01, -0.86, 0.29, 0.29, 0.23, -1.29, 0.16, -0.14, 0.50, -0.62, -0.22, -0.65, 0.24, 0.39, 0.39, -0.17, 0.48, 0.36, 0.30, 0.04, -0.08, -0.47, -0.40, 0.81, -0.55, -0.36, -0.63, 0.42, -0.14, -0.10, 0.31, 0.38, 0.29, 0.30, 0.21, -1.06, -0.19, -0.40, 0.75, -0.59, -0.30, 0.23, 0.28, 0.37, 0.26, 0.31, 0.30, 0.35, -0.17, -0.12],
  "spin_multiplicity": 1,
  "e_above_lowest_ev": 0.000,
  "orbital_gap_ha": 0.24744,
  "total_charge": -1
}

Entry 2:
{
  "formula": "C21H43BrClFInPd",
  "method": "wB97M-V/def2-TZVPD",
  "symbols": ["C", "C", "C", "C", "C", "C", "C", "C", "C", "C", "C", "C", "C", "C", "C", "In", "Cl", "C", "C", "C", "F", "C", "Br", "C", "C", "H", "H", "H", "H", "H", "H", "H", "H", "H", "H", "H", "H", "H", "H", "H", "H", "H", "H", "H", "H", "H", "H", "H", "H", "H", "H", "H", "H", "H", "H", "H", "H", "H", "H", "H", "H", "H", "H", "H", "H", "H", "H", "H", "Pd"],
  "coordinates": [[6.219, 2.512, 0.835], [5.272, 1.319, 0.871], [5.623, 0.243, -0.173], [4.726, 0.299, -1.416], [3.472, -0.557, -1.272], [2.448, -0.291, -2.372], [1.119, -1.044, -2.237], [1.236, -2.565, -2.073], [0.024, -3.267, -1.449], [-0.528, -2.598, -0.192], [-1.574, -3.446, 0.561], [-3.015, -2.911, 0.474], [-3.508, -2.247, 1.762], [-3.070, -0.765, 1.819], [-4.164, 0.148, 1.233], [-3.242, 2.080, 1.208], [-3.865, 3.152, 3.174], [-1.021, 2.436, 0.957], [-0.566, 1.892, 2.292], [0.508, 0.829, 2.110], [1.640, 1.434, 1.573], [-3.435, 3.394, -0.795], [-4.189, 4.865, -0.009], [-4.235, 2.534, -1.708], [-3.478, 1.309, -2.213], [7.258, 2.193, 0.960], [6.166, 3.040, -0.122], [5.994, 3.235, 1.624], [4.246, 1.665, 0.686], [5.280, 0.890, 1.877], [5.540, -0.753, 0.277], [6.672, 0.354, -0.465], [5.281, -0.008, -2.309], [4.424, 1.341, -1.589], [3.011, -0.345, -0.296], [3.774, -1.609, -1.272], [2.223, 0.784, -2.355], [2.895, -0.487, -3.355], [0.557, -0.605, -1.402], [0.526, -0.843, -3.138], [2.126, -2.821, -1.493], [1.394, -2.996, -3.067], [-0.781, -3.376, -2.188], [0.328, -4.285, -1.181], [0.312, -2.348, 0.470], [-0.988, -1.641, -0.471], [-1.553, -4.473, 0.188], [-1.281, -3.503, 1.616], [-3.712, -3.694, 0.170], [-3.049, -2.151, -0.324], [-3.052, -2.834, 2.604], [-4.592, -2.326, 1.862], [-2.142, -0.688, 1.232], [-2.815, -0.423, 2.837], [-5.041, 0.182, 1.881], [-4.477, -0.219, 0.252], [-0.747, 1.854, 0.076], [-0.858, 3.497, 0.785], [-1.362, 1.456, 2.921], [-0.169, 2.728, 2.875], [0.776, 0.381, 3.070], [0.194, 0.041, 1.415], [-2.416, 3.619, -1.101], [-4.434, 3.211, -2.558], [-5.211, 2.291, -1.279], [-4.110, 0.723, -2.880], [-2.586, 1.603, -2.772], [-3.174, 0.658, -1.388], [-2.829, -2.073, 4.364]],
  "mulliken_charge": [-1.37, -0.05, -0.82, -0.97, -0.01, -0.94, 0.58, -0.72, -1.04, 0.62, -1.03, -0.95, -0.53, -0.13, -1.19, 0.73, -0.40, -0.87, -0.63, -0.12, -0.29, -0.63, 0.16, -0.35, -0.58, 0.35, 0.30, 0.38, 0.00, 0.36, 0.36, 0.48, 0.43, 0.41, 0.11, 0.22, 0.33, 0.31, -0.67, 0.36, 0.22, 0.36, 0.33, 0.47, 0.26, -0.50, 0.46, 0.45, 0.56, 0.35, 0.35, 0.28, -0.24, 0.62, 0.58, 0.45, 0.44, 0.61, 0.33, 0.45, 0.40, -0.20, 0.57, 0.44, 0.36, 0.35, 0.40, -0.25, -0.11],
  "spin_multiplicity": 1,
  "orbital_gap_ha": 0.10296,
  "total_charge": 1
}

Entry 3:
{
  "formula": "C21H43CeGeN4S5",
  "method": "wB97M-V/def2-TZVPD",
  "symbols": ["Ce", "C", "C", "N", "C", "C", "N", "C", "C", "C", "N", "C", "C", "N", "C", "H", "H", "H", "H", "H", "H", "H", "H", "H", "H", "H", "H", "H", "H", "H", "H", "H", "H", "H", "H", "H", "H", "H", "H", "S", "C", "S", "C", "C", "S", "S", "S", "C", "C", "C", "C", "Ge", "C", "C", "C", "C", "H", "H", "H", "H", "H", "H", "H", "H", "H", "H", "H", "H", "H", "H", "H", "H", "H", "H", "H"],
  "coordinates": [[-5.135, 3.486, 16.797], [-5.674, -0.211, 17.098], [-6.850, 0.779, 17.391], [-7.182, 1.624, 16.241], [-8.518, 2.284, 16.415], [-8.347, 3.819, 16.488], [-7.425, 4.176, 17.522], [-8.098, 4.085, 18.862], [-7.346, 3.254, 19.905], [-5.972, 3.800, 20.277], [-4.926, 3.263, 19.407], [-4.675, 1.869, 19.884], [-3.699, 1.076, 19.012], [-3.800, 1.388, 17.585], [-4.347, 0.370, 16.705], [-6.019, -0.871, 16.352], [-5.542, -0.803, 18.000], [-6.523, 1.440, 18.186], [-7.729, 0.249, 17.724], [-7.285, 1.039, 15.401], [-9.024, 1.888, 17.291], [-9.080, 2.196, 15.485], [-9.319, 4.312, 16.600], [-7.993, 4.252, 15.538], [-7.186, 5.178, 17.438], [-9.069, 3.624, 18.787], [-8.259, 5.091, 19.277], [-7.309, 2.234, 19.522], [-7.924, 3.286, 20.822], [-5.695, 3.639, 21.351], [-6.002, 4.926, 20.243], [-4.104, 3.856, 19.585], [-5.653, 1.333, 19.942], [-4.332, 1.855, 20.950], [-3.923, 0.030, 19.276], [-2.697, 1.239, 19.372], [-2.848, 1.525, 17.294], [-3.601, -0.412, 16.465], [-4.493, 0.860, 15.745], [-1.845, 9.607, 13.995], [-3.031, 8.665, 14.598], [-3.365, 8.311, 16.281], [-4.422, 6.970, 15.997], [-4.867, 6.664, 14.790], [-5.810, 5.234, 14.315], [-4.230, 7.816, 13.576], [-4.734, 6.045, 17.513], [-1.049, 2.851, 16.701], [-1.587, 3.004, 15.269], [-1.671, 4.497, 14.868], [-2.203, 4.842, 13.464], [-3.996, 4.389, 12.869], [-4.383, 4.902, 11.060], [-4.298, 3.613, 10.082], [-2.870, 3.054, 10.120], [-2.037, 3.500, 8.946], [-0.860, 1.795, 17.015], [-1.777, 3.344, 17.369], [-0.110, 3.358, 16.843], [-2.583, 2.520, 15.194], [-0.917, 2.459, 14.581], [-0.671, 4.855, 15.006], [-2.295, 5.029, 15.585], [-1.674, 4.287, 12.654], [-1.984, 5.894, 13.187], [-4.212, 2.825, 13.157], [-3.560, 5.559, 10.664], [-5.267, 5.505, 10.943], [-4.549, 3.909, 9.033], [-5.045, 2.879, 10.413], [-2.939, 1.993, 10.056], [-2.416, 3.332, 11.099], [-2.525, 3.034, 8.072], [-1.045, 3.111, 9.002], [-2.059, 4.591, 8.850]],
  "mulliken_charge": [0.49, -1.52, 0.11, -0.31, -0.65, -0.68, 0.24, -0.96, -0.43, -0.75, 0.23, -0.77, -0.95, 0.43, -0.37, 0.57, 0.43, -0.90, 0.74, 0.36, 0.29, 0.49, 0.51, 0.18, 0.40, 0.42, 0.45, 0.39, 0.32, 0.44, 0.34, 0.31, 0.50, 0.50, 0.29, 0.48, -0.45, 0.57, 0.11, -0.10, 0.05, -0.03, 0.57, -0.24, -0.32, 0.03, -0.48, -1.53, 0.35, -0.49, -0.83, -0.25, -0.61, -0.68, 0.24, -1.32, 0.39, 0.25, 0.52, -0.23, 0.50, 0.51, -0.09, 0.67, 0.53, 0.00, 0.36, 0.59, 0.44, 0.31, 0.34, -0.37, 0.36, 0.40, 0.29],
  "s_squared": 0.75,
  "spin_multiplicity": 2,
  "e_above_lowest_ev": 0.572,
  "orbital_gap_ha": [0.25435, 0.25802],
  "total_charge": 2
}